Entry 1:
C35H43CrFN6Si2 | ωB97M-V with the def2-TZVPD basis set

XYZ file:
```
88
Properties=species:S:1:pos:R:3
Cr -0.1221 0.9775 -0.5571
C 1.7167 -0.0878 1.6628
N 1.1422 -0.5737 0.4097
C 1.7724 -1.6656 -0.3405
C 1.1273 -1.5886 -1.7227
N -0.3360 -1.3587 -1.5565
C -0.4178 -1.6782 -3.9445
C -1.0907 -1.6183 -5.1555
C -0.8447 -2.5316 -6.1691
C 0.0930 -3.5334 -5.9627
C 0.7729 -3.6172 -4.7594
C 0.5314 -2.6981 -3.7439
N 1.2252 -2.8086 -2.5100
C 0.8728 1.1313 2.1429
N -0.4939 1.0729 1.5412
C -1.1748 2.6690 3.2569
C -2.0733 3.5460 3.8738
C -2.0414 3.8082 5.2342
C -1.1100 3.1724 6.0401
C -0.2293 2.2700 5.4666
C -0.2476 2.0153 4.1038
N 0.6420 1.0406 3.5878
H 2.7478 0.2067 1.4764
H 1.7281 -0.8658 2.4389
H 0.2315 -0.9511 0.6488
H 1.5744 -2.6364 0.1305
H 2.8522 -1.5254 -0.3941
H -1.8240 -0.8331 -5.3025
H -1.3801 -2.4656 -7.1059
H 0.2968 -4.2566 -6.7414
H 1.5002 -4.4041 -4.5974
H 2.1695 -3.1495 -2.6313
H -2.8528 4.0026 3.2831
H -2.7591 4.4946 5.6627
H -1.0758 3.3623 7.1043
H 0.4928 1.7474 6.0851
H 1.4824 0.9492 4.1437
C 1.6724 3.4202 0.0220
Si 1.8354 2.8141 1.7764
C 1.5020 4.2908 2.8755
C 3.6336 2.3408 2.1120
C -1.1711 2.3434 1.8297
C -1.6136 3.0614 0.7285
C -2.1924 4.3764 0.7784
C -2.7121 4.9461 -0.3394
C -2.6711 4.2675 -1.5777
C -1.9909 3.0859 -1.6076
N -1.4325 2.4957 -0.5314
Si -1.7265 -0.1897 2.0284
C -2.6059 0.0012 3.6595
C -3.0090 -0.1616 0.6704
C -0.9835 -1.9253 2.0706
H 2.4944 4.1116 -0.1800
H 0.7374 3.9591 -0.1325
H 1.7474 2.6260 -0.7213
H 2.2710 5.0244 2.6153
H 1.5772 4.0904 3.9430
H 0.5297 4.7373 2.6789
H 4.1978 3.2451 2.3445
H 4.1091 1.8786 1.2457
H 3.7524 1.6625 2.9600
H -2.1837 4.9227 1.7070
H -3.1428 5.9382 -0.2794
H -3.0963 4.6834 -2.4777
H -1.8429 2.5592 -2.5420
H -3.1327 0.9456 3.7678
H -1.9376 -0.1207 4.5105
H -3.3441 -0.8056 3.6874
H -3.5758 0.7701 0.6860
H -3.7062 -0.9874 0.8304
H -2.5797 -0.2799 -0.3267
H -0.0498 -2.0074 2.6272
H -0.8515 -2.3722 1.0827
H -1.7165 -2.5419 2.5949
F 3.8410 2.5380 -2.5903
C 2.7824 1.7053 -2.7642
C 1.7294 2.2125 -3.6133
C 0.5214 1.5925 -3.5602
C 0.3393 0.4560 -2.6988
C -0.6777 -0.6753 -2.8282
C 1.6106 -0.3565 -2.5485
C 2.7404 0.5346 -2.1178
H 1.8888 3.1366 -4.1472
H -0.3145 2.0289 -4.0977
H -0.7966 -2.2642 -1.4924
H -1.7242 -0.3584 -2.8320
H 1.8965 -0.7705 -3.5349
H 3.5834 0.2105 -1.5206
```

Its total charge is 0. The relative energy (zero: lowest compared OMol25 entry of this formula, charge and spin) is 207.9 kJ/mol. As for the expectation value of S²: 6.025. The HOMO energy (alpha / beta) is -6.17 / -6.24 eV. The multiplicity is 5. The molar mass is 674.937 g mol⁻¹. The calculation puts the total energy at -3411.429047 hartree. For the orbital gap (alpha / beta), the calculation gives 0.245 / 0.248 hartree.

Here are the Mulliken charges for atoms 1 to 2, given in e: number 1, Cr, carries 0.70; number 2, C, carries -3.06

=====

Entry 2:
C11H10FN | ωB97M-V with the def2-TZVPD basis set

XYZ file:
```
23
Properties=species:S:1:pos:R:3
C 1.8890 -2.1366 -0.3886
C 1.9533 -0.7614 -0.3949
C 2.9789 0.0127 -0.9285
C 3.0673 1.3300 -0.6229
C 1.9938 2.0579 0.1359
C 1.0314 1.2641 0.7500
C 0.8437 -0.1051 0.3005
C -0.2902 -0.6815 0.5608
N -1.3499 -1.2281 0.9017
C -2.6973 -1.2773 0.5074
C -3.2360 -0.0360 -0.3099
C -3.6400 1.1033 0.2809
F -3.9244 2.1708 -0.5433
H 1.1860 -2.7818 -0.0492
H 2.6249 -2.7500 -0.8507
H 3.8001 -0.4413 -1.4786
H 3.9626 1.8178 -0.9870
H 2.1098 3.1094 0.3222
H 0.3993 1.6378 1.5277
H -3.1098 -1.3298 1.4743
H -2.8282 -2.3124 -0.0920
H -2.9835 -0.1731 -1.4001
H -3.7808 1.5105 1.2842
```

Its total charge is 0. The relative energy (zero: lowest compared OMol25 entry of this formula, charge and spin) is 196.8 kJ/mol. The HOMO energy (alpha / beta) is -6.98 / -6.98 eV. The SMILES is C=c1ccccc1=C=NC/C=C/F. The multiplicity is 1. The molar mass is 175.206 g mol⁻¹. The calculation puts the total energy at -579.602173 hartree. For the orbital gap (alpha / beta), the calculation gives 0.260 / 0.260 hartree.

Here are the Mulliken charges for atoms 1 to 2, given in e: number 1, C, carries -1.35; number 2, C, carries 1.03

=====

Entry 3:
C10H21N5O4 | ωB97M-V with the def2-TZVPD basis set

XYZ file:
```
40
Properties=species:S:1:pos:R:3
H 0.0402 -1.8446 -0.9916
N -0.7651 -1.4340 -0.5205
C -1.7651 -2.0913 -0.1701
N -1.8830 -3.4556 0.1777
N -2.8875 -1.4745 0.2287
C -2.9781 -0.0698 -0.1129
C -2.1167 0.8572 0.8210
C -1.7216 2.3201 0.3456
C -0.5979 2.4099 -0.8246
N -0.9080 1.7025 -2.1285
C 0.7824 1.9835 -0.4171
O 1.5616 2.7688 0.1747
N 1.2354 0.7724 -0.8530
C 2.3676 0.0338 -0.2506
C 2.5171 -1.1443 -1.2194
O 1.7007 -1.9015 -1.7139
O 3.7754 -1.4278 -1.2915
C 2.6165 -0.4184 1.1911
C 2.3722 0.6104 2.2233
O 1.7761 -1.5043 1.4229
H -2.7519 -3.8458 0.0472
H -1.1525 -4.2255 0.1908
H -3.5062 -1.8436 0.9197
H -3.9402 0.1968 -0.0680
H -2.7032 0.0331 -1.1778
H -2.5794 0.5892 1.7661
H -1.1378 0.3756 0.8240
H -1.1704 2.8156 1.0851
H -2.5955 2.8727 0.0522
H -0.5236 3.4577 -1.0922
H -0.3036 1.4791 -2.8210
H -1.8354 1.9617 -2.3706
H 0.4571 0.2684 -1.0379
H 3.2419 0.7882 -0.4004
H 3.8372 -2.3767 -1.6452
H 3.6264 -0.8455 1.3088
H 1.2236 0.7460 2.4562
H 2.7166 1.6663 1.8649
H 3.0485 0.3940 2.9954
H 0.9263 -1.1995 1.0115
```

Its total charge is 0. The relative energy (zero: lowest compared OMol25 entry of this formula, charge and spin) is 377.5 kJ/mol. The HOMO energy is -8.85 eV. The SMILES is [H]/N=C(\N)NCCC[C@H](N)C(=O)N[C@H](C(=O)O)[C@@H](C)O. The multiplicity is 1. The molar mass is 275.309 g mol⁻¹. The calculation puts the total energy at -968.320305 hartree. For the orbital gap, the calculation gives 0.350 hartree.

Here are the Mulliken charges for atoms 1 to 2, given in e: number 1, H, carries -0.01; number 2, N, carries -0.35

=====

Entry 4:
C4H9N2O2 | ωB97M-V with the def2-TZVPD basis set

XYZ file:
```
17
Properties=species:S:1:pos:R:3
C 0.0844 -1.0397 -0.2350
N 1.2598 -0.2135 -0.5243
C 1.5643 0.9776 0.3399
O 2.1602 1.8408 -0.2488
O 1.2714 0.8632 1.5012
C -1.3050 -0.7280 -0.6062
C -1.9039 0.4718 0.1488
N -2.2957 -1.8860 -0.3697
H 0.2854 -1.9321 -0.8535
H 0.0601 -1.1749 0.9278
H 1.3064 -0.0425 -1.4983
H -1.3315 -0.2722 -1.7003
H -2.5560 0.1591 1.0486
H -1.0097 1.0960 0.4942
H -2.5074 1.1263 -0.4340
H -3.1677 -1.4745 -0.0253
H -1.9205 -2.5111 0.3942
```

Its total charge is 0. The relative energy (zero: lowest compared OMol25 entry of this formula, charge and spin) is 143.8 kJ/mol. As for the expectation value of S²: 0.763. The HOMO energy (alpha / beta) is -9.77 / -9.74 eV. The multiplicity is 2. The molar mass is 117.128 g mol⁻¹. The calculation puts the total energy at -417.689790 hartree. For the orbital gap (alpha / beta), the calculation gives 0.387 / 0.217 hartree.

Here are the Mulliken charges for atoms 1 to 2, given in e: number 1, C, carries -0.95; number 2, N, carries -0.08

=====

Entry 5:
C5H4O2 | ωB97M-V with the def2-TZVPD basis set

XYZ file:
```
11
Properties=species:S:1:pos:R:3
O -0.1887 2.7936 -0.3104
C 0.3408 1.8104 -0.0389
C -1.5072 -0.7137 -0.1744
C -0.2757 -1.2217 -0.2927
C 0.9502 -0.6274 0.2356
C 1.1302 0.7035 0.3458
O 1.9893 1.5946 0.7578
H -1.7169 0.1766 0.4154
H -2.3592 -1.1906 -0.6489
H -0.1489 -2.1621 -0.8277
H 1.7807 -1.2641 0.5263
```

Its total charge is 0. The relative energy (zero: lowest compared OMol25 entry of this formula, charge and spin) is 268.7 kJ/mol. The HOMO energy (alpha / beta) is -8.59 / -8.59 eV. The multiplicity is 1. The molar mass is 96.085 g mol⁻¹. The calculation puts the total energy at -343.290001 hartree. For the orbital gap (alpha / beta), the calculation gives 0.293 / 0.293 hartree.

Here are the Mulliken charges for atoms 1 to 2, given in e: number 1, O, carries -0.25; number 2, C, carries 0.46

=====

Entry 6:
C4H3I | ωB97M-V with the def2-TZVPD basis set

XYZ file:
```
8
Properties=species:S:1:pos:R:3
C 0.6167 -0.5624 -0.4343
C -0.6851 -0.1883 -0.4892
C 0.8415 0.1807 0.8654
C -0.3201 0.7618 0.9379
I -2.2812 -0.6583 -2.9651
H 1.1074 -1.2879 -0.9755
H 1.6702 0.3363 1.4300
H -0.9493 1.4181 1.6308
```

Its total charge is 0. The relative energy (zero: lowest compared OMol25 entry of this formula, charge and spin) is 430.0 kJ/mol. The HOMO energy (alpha / beta) is -8.95 / -8.94 eV. The multiplicity is 1. The molar mass is 177.972 g mol⁻¹. The calculation puts the total energy at -451.650717 hartree. For the orbital gap (alpha / beta), the calculation gives 0.237 / 0.233 hartree.

Here are the Mulliken charges for atoms 1 to 2, given in e: number 1, C, carries -0.32; number 2, C, carries -0.17

=====

Entry 7:
C26H39N5O5S | ωB97M-V with the def2-TZVPD basis set

XYZ file:
```
76
Properties=species:S:1:pos:R:3
C -1.4191 -5.0452 -2.6063
C -1.2038 -3.5624 -2.8879
C -1.0072 -2.7394 -1.6163
C 0.2672 -3.1312 -0.8633
N 0.6825 -2.1389 0.1209
C 1.6207 -1.1835 -0.1734
N 2.0179 -1.0819 -1.4768
C 2.1890 -0.4214 0.8236
N 3.2244 0.5172 0.5447
C 4.5313 0.2354 1.1256
C 5.4538 -0.6533 0.2787
C 4.9595 -2.0951 0.1802
C 5.6837 -0.0563 -1.1071
C 2.9885 1.7818 0.0879
O 3.8839 2.5833 -0.0878
C 1.5290 2.1052 -0.1726
C 1.3267 3.1283 -1.2931
C -0.1051 3.6918 -1.2139
N -1.0066 2.8175 -0.4866
S -1.5389 1.4717 -1.3226
O -0.6142 0.3537 -1.2737
O -1.9092 1.9146 -2.6333
C -2.9799 1.0155 -0.3803
C -4.0931 1.8300 -0.4164
C -5.2058 1.4643 0.3206
C -5.2144 0.3037 1.0869
C -6.4325 -0.0705 1.8711
C -4.0773 -0.5144 1.1176
C -4.0471 -1.7716 1.9270
C -2.9658 -0.1400 0.3754
C -0.6372 2.5944 0.8996
C 0.8807 2.6536 1.1043
C 1.7094 -0.5212 2.1749
O 2.0980 0.1146 3.1364
N 0.6538 -1.4233 2.3237
C 0.1061 -2.2335 1.3709
O -0.8135 -2.9868 1.6093
H -0.5281 -5.4958 -2.1771
H -1.6560 -5.5737 -3.5268
H -2.2432 -5.1824 -1.9104
H -2.0744 -3.1697 -3.4165
H -0.3382 -3.4394 -3.5436
H -0.9652 -1.6790 -1.8706
H -1.8623 -2.8862 -0.9546
H 0.0907 -4.0537 -0.3049
H 1.0981 -3.2870 -1.5538
H 1.2779 -1.1707 -2.1575
H 2.6229 -0.2888 -1.6424
H 4.3770 -0.2192 2.1072
H 5.0160 1.2056 1.2619
H 6.4126 -0.6619 0.8101
H 4.7380 -2.4926 1.1684
H 4.0636 -2.1604 -0.4301
H 5.7252 -2.7197 -0.2752
H 5.9495 0.9942 -1.0276
H 4.7860 -0.1342 -1.7161
H 6.4850 -0.5843 -1.6191
H 1.0026 1.1923 -0.4409
H 1.4847 2.6446 -2.2586
H 2.0607 3.9289 -1.1883
H -0.5349 3.8119 -2.2082
H -0.1200 4.6593 -0.7054
H -4.0752 2.7212 -1.0218
H -6.0865 2.0894 0.2996
H -6.1986 -0.1304 2.9333
H -7.2245 0.6597 1.7301
H -6.7997 -1.0478 1.5608
H -4.2368 -1.5547 2.9775
H -4.8216 -2.4594 1.5898
H -3.0828 -2.2661 1.8416
H -2.0787 -0.7535 0.3727
H -1.0186 1.6091 1.1786
H -1.1452 3.3437 1.5182
H 1.2128 3.6808 1.2618
H 1.1652 2.0721 1.9804
H 0.2547 -1.4934 3.2531
```

Its total charge is 0. The HOMO energy is -8.51 eV. The SMILES is CCCCn1c(N)c(N(CC(C)C)C(=O)C2CCN(S(=O)(=O)c3ccc(C)c(C)c3)CC2)c(=O)[nH]c1=O. The multiplicity is 1. The molar mass is 533.695 g mol⁻¹. The calculation puts the total energy at -2062.414419 hartree. For the orbital gap, the calculation gives 0.333 hartree.

Here are the Mulliken charges for atoms 1 to 2, given in e: number 1, C, carries -1.28; number 2, C, carries -0.72

=====

Entry 8:
C6H18N3 | ωB97M-V with the def2-TZVPD basis set

XYZ file:
```
27
Properties=species:S:1:pos:R:3
C 2.3831 0.9905 0.7235
C -0.8021 1.0235 -1.5765
C -1.9352 -1.7628 0.0475
C 1.3644 1.3471 -0.4893
C -0.0598 0.8371 -0.2701
C -0.4689 -1.7716 0.2776
N -0.7592 1.6558 0.7105
N 0.3008 -2.2166 -0.7544
N 0.0575 -1.6962 1.5306
H 1.9436 1.3238 1.6425
H 3.4277 1.3628 0.6399
H 2.4769 -0.0591 0.7183
H -0.4309 0.4304 -2.3699
H -0.7008 2.0228 -1.9822
H -1.9180 0.8544 -1.5014
H -2.0077 -2.6264 -0.6578
H -2.2363 -0.8045 -0.4687
H -2.5302 -1.7639 1.0368
H 1.3459 2.4078 -0.6958
H 1.7170 0.9311 -1.3636
H -1.7660 1.5382 0.6980
H -0.5672 2.7400 0.6122
H 0.0396 -2.1563 -1.7415
H 1.2567 -2.3074 -0.4943
H 0.9142 -2.0646 1.9299
H -0.6960 -1.5380 2.2036
H -0.3492 1.3023 1.5948
```

Its total charge is +1. The relative energy (zero: lowest compared OMol25 entry of this formula, charge and spin) is 376.1 kJ/mol. The HOMO energy is -10.24 eV. The multiplicity is 1. The molar mass is 132.231 g mol⁻¹. The calculation puts the total energy at -403.337363 hartree. For the orbital gap, the calculation gives 0.269 hartree.

Here are the Mulliken charges for atoms 1 to 2, given in e: number 1, C, carries -1.04; number 2, C, carries -1.86